1.
Density functional theory data (ωB97M-V/def2-TZVPD) for a structure of composition C6H12O2 at a distorted geometry.

Positions of all 20 atoms, in Å:
C: -0.665 -0.524 0.420
C: -0.007 -0.424 -0.883
C: -1.318 0.661 1.090
C: 1.579 1.578 -0.194
C: 1.238 0.120 -0.021
C: 2.157 -0.750 0.453
O: -2.053 -1.495 -0.324
O: -2.879 -1.234 -1.468
H: -3.087 -2.147 -1.727
H: -0.386 -1.324 1.100
H: -0.396 0.359 -1.529
H: 0.224 -1.363 -1.376
H: -1.432 1.507 0.410
H: -0.751 0.986 1.966
H: -2.319 0.371 1.417
H: 1.101 2.192 0.573
H: 2.656 1.747 -0.117
H: 1.279 1.956 -1.174
H: 1.922 -1.796 0.608
H: 3.139 -0.420 0.775

## Properties
* E: -10505.31123 eV
* E_LUMO (spin up / spin down): 0.46 / 0.46 eV
* ΔE to the lowest compared entry with this formula, charge and spin: 161.3 kcal/mol
* Kohn-Sham gap (spin up / spin down): 8.25 / 8.25 eV


2.
Density functional theory data (ωB97M-V/def2-TZVPD) for a cluster of 2 separate species, C6H12O2 in total.

Positions of all 20 atoms, in Å:
C: -1.989 0.417 -3.378
C: -1.108 0.340 -2.284
O: -0.955 1.436 -1.621
C: -0.371 -0.859 -1.846
H: -2.196 -0.461 -3.969
H: -2.459 1.357 -3.621
H: -0.364 1.312 -0.848
H: -0.657 -1.741 -2.407
H: 0.698 -0.698 -1.989
H: -0.576 -1.031 -0.782
C: 1.749 -0.114 0.982
C: 0.846 -0.081 1.949
O: -0.466 -0.321 1.608
C: 1.106 0.217 3.384
H: 2.785 0.117 1.162
H: 1.449 -0.367 -0.022
H: -1.001 -0.409 2.406
H: 2.146 0.482 3.547
H: 0.491 1.054 3.719
H: 0.874 -0.647 4.009

## Properties
* E: -10502.20215 eV
* ⟨S²⟩: 0.75
* multiplicity: 2
* net charge: +1
* E_LUMO (spin up / spin down): -4.03 / -7.74 eV
* ΔE to the lowest compared entry with this formula, charge and spin: 20.7 kcal/mol
* Kohn-Sham gap (spin up / spin down): 8.24 / 4.52 eV


3.
Density functional theory data (ωB97M-V/def2-TZVPD) for the molecule C6H12OS at a distorted geometry.

Positions of all 20 atoms, in Å:
C: -2.191 -1.059 0.492
C: -1.135 -0.835 -0.631
C: 0.303 -1.445 -0.238
C: 1.051 -0.193 0.340
S: 2.741 -0.835 0.029
C: 0.388 0.884 -0.284
C: 0.435 2.328 0.149
O: -0.964 0.583 -0.292
H: -2.417 -2.207 0.622
H: -1.472 -0.784 1.393
H: -3.201 -0.571 0.288
H: -1.227 -1.109 -1.640
H: 0.310 -2.316 0.407
H: 0.932 -1.892 -1.102
H: 0.972 -0.384 1.484
H: 3.557 0.595 -0.375
H: 0.615 0.863 -1.322
H: -0.186 3.001 -0.604
H: 0.054 2.486 1.211
H: 1.436 2.890 0.073

## Properties
* E: -19295.65703 eV
* E_LUMO: 0.42 eV
* SMILES string: C[C@@H]1C[C@@H](S)[C@H](C)O1
* ΔE to the lowest compared entry with this formula, charge and spin: 86.0 kcal/mol
* Kohn-Sham gap: 9.42 eV


4.
Density functional theory data (ωB97M-V/def2-TZVPD) for the molecule C6H12OSSi at a distorted geometry.

Positions of all 21 atoms, in Å:
C: -1.185 -2.674 0.333
C: -1.524 -1.545 0.947
Si: -1.305 0.379 0.118
S: -3.000 1.578 -0.273
C: -0.226 0.232 -1.389
C: 1.135 0.810 -1.018
C: 1.529 0.785 0.501
C: 0.682 1.431 1.559
O: -0.698 1.429 1.161
H: -1.164 -3.622 0.735
H: -0.966 -2.672 -0.755
H: -1.783 -1.537 1.969
H: -3.587 0.645 -1.209
H: -0.593 0.611 -2.348
H: -0.074 -0.709 -1.733
H: 1.147 1.820 -1.466
H: 1.768 0.019 -1.336
H: 1.454 -0.303 0.652
H: 2.555 1.042 0.518
H: 0.591 0.877 2.576
H: 0.972 2.536 1.789

## Properties
* E: -27176.59919 eV
* E_LUMO: 0.76 eV
* SMILES string: C=C[Si@]1(S)CCCCO1
* ΔE to the lowest compared entry with this formula, charge and spin: 24.3 kcal/mol
* Kohn-Sham gap: 9.85 eV


5.
Density functional theory data (ωB97M-V/def2-TZVPD) for the molecule C6H12S at a distorted geometry.

Positions of all 19 atoms, in Å:
C: 0.670 1.607 -0.734
C: 0.965 0.701 0.444
C: 0.364 -0.685 0.445
C: 0.923 -1.520 -0.707
C: -1.167 -0.738 0.392
C: -2.067 0.338 0.866
S: -2.130 0.010 -0.914
H: -0.223 2.272 -0.551
H: 0.495 1.033 -1.574
H: 1.491 2.294 -0.902
H: 2.015 0.529 0.399
H: 0.841 1.207 1.406
H: 0.634 -1.199 1.359
H: 1.991 -1.521 -0.790
H: 0.569 -1.330 -1.700
H: 0.656 -2.570 -0.568
H: -1.429 -1.795 0.508
H: -1.718 1.337 1.153
H: -2.881 0.028 1.469

## Properties
* E: -17251.00379 eV
* E_LUMO: 0.98 eV
* SMILES string: CC[C@H](C)[C@H]1CS1
* ΔE to the lowest compared entry with this formula, charge and spin: 13.8 kcal/mol
* Kohn-Sham gap: 9.50 eV


6.
Density functional theory data (ωB97M-V/def2-TZVPD) for a cluster of 2 separate species, C6H12S2Si in total at a distorted geometry.

Positions of all 21 atoms, in Å:
C: -1.758 -1.208 -0.424
C: -3.030 -1.479 0.000
C: -1.186 0.096 -0.417
C: 1.572 -1.198 -0.548
C: 1.051 0.531 1.964
C: 1.341 1.945 -0.721
Si: 0.670 0.333 0.056
S: -4.023 -0.097 0.255
S: -2.412 1.279 0.174
H: -0.990 -1.864 -0.792
H: -3.451 -2.442 0.263
H: -0.706 0.550 -2.227
H: 1.106 -1.745 -1.419
H: 2.404 -0.893 -1.133
H: 1.982 -1.836 0.335
H: 0.448 -0.229 2.642
H: 2.019 0.135 2.279
H: 0.637 1.476 2.317
H: 1.997 2.368 -0.072
H: 1.904 1.824 -1.572
H: 0.425 2.454 -0.956

## Properties
* E: -35961.17025 eV
* E_LUMO (spin up / spin down): -0.40 / -0.38 eV
* ΔE to the lowest compared entry with this formula, charge and spin: 58.0 kcal/mol
* Kohn-Sham gap (spin up / spin down): 7.05 / 6.94 eV


7.
Density functional theory data (ωB97M-V/def2-TZVPD) for a cluster of 2 separate species, C6H12S4 in total at a distorted geometry.

Positions of all 22 atoms, in Å:
C: 5.728 0.449 0.232
C: 5.022 1.715 -0.254
S: 5.314 2.963 1.045
S: 5.338 1.792 2.630
C: 5.364 0.231 1.755
H: 6.809 0.610 0.057
H: 5.415 -0.422 -0.376
H: 5.387 2.135 -1.211
H: 3.932 1.549 -0.354
H: 4.352 -0.197 1.887
H: 6.081 -0.434 2.274
C: -5.955 -0.588 -0.974
C: -4.930 -1.409 -1.767
S: -3.478 -1.991 -0.859
S: -3.760 -0.651 0.677
C: -5.527 -0.629 0.501
H: -6.981 -0.993 -1.075
H: -5.970 0.459 -1.333
H: -5.422 -2.351 -2.076
H: -4.735 -0.816 -2.681
H: -6.018 0.172 1.086
H: -5.967 -1.594 0.814

## Properties
* E: -49757.09314 eV
* E_LUMO: 0.72 eV
* SMILES string: C1CSSC1.C1CSSC1
* ΔE to the lowest compared entry with this formula, charge and spin: 14.0 kcal/mol
* Kohn-Sham gap: 8.12 eV


8.
Density functional theory data (ωB97M-V/def2-TZVPD) for the molecule C6H12SSi at a distorted geometry.

Positions of all 20 atoms, in Å:
C: -3.596 -0.209 -0.341
C: -2.257 -0.443 -0.358
Si: -1.118 0.544 0.851
C: 0.261 -0.850 1.061
C: 1.262 -0.836 -0.030
C: 2.116 0.380 -0.033
C: 1.470 1.659 -0.712
S: 0.015 2.341 0.253
H: -4.290 -0.700 -1.081
H: -3.979 0.648 0.258
H: -1.754 -1.261 -0.812
H: -1.703 1.016 2.145
H: -0.262 -1.813 1.128
H: 0.709 -0.674 2.116
H: 0.642 -0.988 -1.007
H: 1.989 -1.653 0.016
H: 2.259 0.823 1.001
H: 3.059 0.115 -0.480
H: 2.358 2.316 -0.489
H: 1.147 1.757 -1.734

## Properties
* E: -25128.50738 eV
* E_LUMO: 0.82 eV
* SMILES string: C=C[Si@H]1CCCCS1
* ΔE to the lowest compared entry with this formula, charge and spin: 0.0 kcal/mol
* Kohn-Sham gap: 9.58 eV


9.
Density functional theory data (ωB97M-V/def2-TZVPD) for a structure of composition C6H12SSi at a distorted geometry.

Positions of all 20 atoms, in Å:
C: 3.045 -2.069 -0.126
C: 1.787 -1.562 -0.062
C: 1.416 -0.243 0.011
C: -0.230 1.732 1.745
C: -1.600 -0.545 0.097
C: -0.275 1.875 -1.401
Si: -0.178 0.730 0.122
S: 3.106 1.320 0.007
H: 3.221 -3.130 -0.188
H: 3.895 -1.409 -0.120
H: 0.947 -2.256 -0.068
H: -0.309 2.795 1.534
H: -1.081 1.453 2.361
H: 0.668 1.582 2.333
H: -2.560 -0.057 0.238
H: -1.639 -1.078 -0.850
H: -1.487 -1.280 0.889
H: 0.321 1.485 -2.221
H: -1.298 1.982 -1.753
H: 0.102 2.868 -1.169

## Properties
* E: -25125.96510 eV
* E_LUMO (spin up / spin down): -2.27 / -2.27 eV
* ΔE to the lowest compared entry with this formula, charge and spin: 58.6 kcal/mol
* Kohn-Sham gap (spin up / spin down): 5.82 / 5.83 eV


10.
Density functional theory data (ωB97M-V/def2-TZVPD) for the molecule C6H12Si at a distorted geometry.

Positions of all 19 atoms, in Å:
C: -3.455 0.850 -0.114
C: -2.341 0.517 0.197
Si: -0.139 0.249 0.844
C: 0.089 -1.751 0.732
C: -0.338 -2.189 -0.654
C: 0.901 1.210 -0.480
C: 2.129 2.037 0.059
H: -4.479 0.839 -0.488
H: -0.064 0.758 2.229
H: 1.069 -1.890 1.088
H: -0.624 -2.339 1.432
H: -1.279 -1.685 -1.049
H: 0.440 -2.326 -1.484
H: -0.685 -3.292 -0.720
H: 1.130 0.366 -1.110
H: 0.380 1.981 -1.026
H: 1.809 2.918 0.523
H: 2.769 1.483 0.776
H: 2.687 2.263 -0.755

## Properties
* E: -14290.48961 eV
* E_LUMO: 0.80 eV
* SMILES string: C#C[SiH](CC)CC
* ΔE to the lowest compared entry with this formula, charge and spin: 84.8 kcal/mol
* Kohn-Sham gap: 10.45 eV


11.
Density functional theory data (ωB97M-V/def2-TZVPD) for a structure of composition C6H12Si at a distorted geometry.

Positions of all 19 atoms, in Å:
C: 0.299 -0.354 0.284
C: -0.492 0.428 1.049
C: 1.461 -1.428 0.342
C: -1.499 1.319 0.409
C: -0.403 0.478 2.538
C: 0.762 -0.035 -2.950
Si: 0.581 -1.041 -1.336
H: 2.390 -0.985 0.865
H: 1.216 -2.447 0.673
H: -1.624 0.941 -0.566
H: -2.458 1.402 0.918
H: -1.067 2.392 0.300
H: -1.384 0.748 3.094
H: -0.039 -0.520 2.876
H: 0.430 1.297 2.914
H: 1.392 0.800 -2.879
H: 1.135 -0.684 -3.742
H: -0.316 0.256 -3.076
H: -0.384 -2.570 -1.712

## Properties
* E: -14287.25844 eV
* ⟨S²⟩: 2.01
* multiplicity: 3
* E_LUMO (spin up / spin down): 0.95 / -1.98 eV
* ΔE to the lowest compared entry with this formula, charge and spin: 32.3 kcal/mol
* Kohn-Sham gap (spin up / spin down): 6.08 / 7.37 eV


12.
Density functional theory data (ωB97M-V/def2-TZVPD) for a structure of composition C6H13AgFInS at a distorted geometry.

Positions of all 23 atoms, in Å:
C: -2.894 -0.359 -2.365
C: -2.471 -1.127 -1.321
In: -0.550 -0.781 -0.292
C: 1.088 -0.517 -1.845
S: -0.096 -2.759 1.162
C: -0.516 1.079 0.898
C: 0.282 0.881 2.199
C: 1.674 1.448 2.151
F: 1.696 2.812 1.930
H: -3.691 0.371 -2.209
H: -2.468 -0.445 -3.362
H: -3.129 -1.919 -0.962
H: 1.915 -0.041 -1.280
H: 1.382 -1.456 -2.311
H: 0.787 0.192 -2.615
H: 0.192 -3.679 0.234
H: -0.086 1.846 0.255
H: -1.529 1.401 1.122
H: 0.410 -0.187 2.390
H: -0.249 1.264 3.071
H: 2.260 0.930 1.381
H: 2.178 1.241 3.096
Ag: 3.816 -0.193 -1.327

## Properties
* E: -29151.37659 eV
* E_LUMO: -3.00 eV
* ΔE to the lowest compared entry with this formula, charge and spin: 0.0 kcal/mol
* Kohn-Sham gap: 3.37 eV